Below is a structure of composition C21H51INNbO7PS3, with properties calculated with ωB97M-V/def2-TZVPD.

Cartesian coordinates (Å):
H -1.27 1.24 -5.10
H -7.69 -5.29 -0.07
S -0.87 -2.05 -4.71
C -8.92 -6.68 -1.62
O -2.56 2.66 -4.40
H -0.52 2.55 -4.27
H 2.89 -0.43 2.76
H 6.61 5.18 2.69
H 3.19 1.17 3.37
S 2.42 2.98 -0.22
H 1.26 1.45 4.46
H 10.02 4.41 3.63
H -3.37 -0.71 -4.69
O -4.30 -3.32 0.88
H -9.35 -7.15 -2.50
C 1.34 3.19 -1.65
C -1.20 -1.00 -0.82
H 9.32 2.29 2.68
N 1.94 1.13 1.69
H -5.23 -5.21 -0.26
H 9.63 3.45 1.37
H -1.45 -3.23 0.60
H -0.01 4.29 -0.50
H 7.90 2.94 -0.30
H -2.75 -0.50 0.58
H 0.22 0.37 -2.70
C -2.41 -1.37 0.03
C 8.96 3.21 2.21
Nb -1.46 0.74 -2.25
H 0.06 0.79 3.36
H -5.90 -8.97 -1.49
H -2.95 -3.93 2.31
H -6.40 -7.69 -2.61
H -0.41 -0.63 -0.16
C -2.05 -2.45 1.05
H 7.11 6.84 2.33
H 7.20 6.24 4.00
H 5.20 0.43 2.53
O 7.64 2.98 1.75
H 4.55 -0.17 1.04
H -0.78 -1.88 -1.29
H 1.79 4.04 -2.17
H 8.34 4.08 4.07
H -3.58 -2.32 2.54
C -0.96 2.39 -0.78
C 7.38 3.53 0.47
C -3.24 -3.02 1.78
H 1.43 2.34 -2.31
C -0.08 3.53 -1.28
C 0.58 1.70 3.65
H -8.41 -7.44 -1.02
C 4.45 0.61 1.77
H -9.72 -6.23 -1.03
I -4.20 1.31 -1.75
H 7.69 4.57 0.39
O -8.02 -5.69 -2.07
H -2.82 4.45 -3.92
S 2.33 0.09 -0.69
C 1.31 2.23 2.43
O -5.84 -7.11 -0.69
H -3.22 -1.71 -0.61
H 0.58 2.73 1.80
O -2.18 4.05 -4.52
H -0.57 4.02 -2.13
C -5.82 -5.72 -1.02
C 2.17 1.32 0.33
O 8.66 5.58 2.67
H -3.15 -2.11 -3.06
H -1.43 -1.97 1.80
H -0.15 2.42 3.99
C 9.00 4.32 3.24
H 6.31 3.45 0.29
H -5.34 -5.57 -1.99
C -5.70 -7.96 -1.82
H -5.13 -3.21 1.34
H -0.52 1.94 0.11
H -7.14 -4.06 -1.22
C -7.21 -5.14 -1.04
C -1.37 1.88 -4.23
H -4.68 -7.91 -2.21
H -1.90 2.82 -0.46
C 3.11 0.59 2.46
C 7.32 5.97 2.94
H 4.69 1.58 1.33
H 2.05 2.98 2.72
P -2.40 -1.17 -3.79

Computed properties:
HOMO level = -4.19 eV
Net charge = -1
Lowest unoccupied orbital energy = 0.075 Ha

Below is a structure of composition C21H52Ge2N2O6RuS2Se, with properties calculated with ωB97M-V/def2-TZVPD.

Cartesian coordinates (Å):
N 2.33 4.01 0.91
H -1.76 -3.25 -2.00
H 0.91 -4.23 -2.88
C 4.72 4.26 2.84
H -1.17 3.15 -2.04
H 5.43 4.86 2.27
H 3.54 5.73 0.96
C -3.83 -0.23 -0.73
H 4.79 2.30 2.05
H 0.23 3.54 -4.34
H -3.23 0.27 0.03
C -3.26 0.02 -2.12
C 0.16 2.47 -4.14
C 0.03 -3.34 3.57
C 2.41 -1.57 -1.27
H -3.60 -1.97 -2.88
C 1.10 0.05 4.25
Ge -1.87 -2.92 3.63
H 2.50 2.47 -1.61
H 5.22 3.84 3.71
H -1.88 -1.07 5.41
H 0.58 -2.63 2.96
H 2.49 -4.17 -2.09
H -3.49 -0.73 -4.14
H 2.00 -1.76 -0.27
H 2.45 -0.49 -1.48
H -4.58 1.62 -2.70
H 1.99 5.90 0.15
H 3.43 -1.95 -1.27
C 2.14 2.50 -2.64
H 2.22 -0.89 -3.90
C -2.56 -2.89 1.78
H -2.55 -4.32 5.63
H -3.92 -4.08 4.54
H 1.43 0.81 4.95
C 1.56 -2.25 -2.33
H 3.14 -2.39 -3.80
H 0.45 -3.36 4.58
C -2.19 -3.58 -1.06
H -3.24 -3.31 -0.99
H -3.34 -1.03 4.42
H -4.84 0.18 -0.66
O 2.42 0.66 2.15
O -1.82 -0.19 -2.08
C 0.65 2.16 -2.73
S 2.72 1.40 0.70
H -4.95 -0.85 -3.15
H 2.33 3.51 -3.02
H 0.31 3.95 -1.55
H 0.76 1.95 -4.89
C -2.25 -1.17 4.38
Se -1.23 -2.71 0.37
H -2.67 -5.27 4.14
H 2.04 5.85 1.92
H 2.72 1.79 -3.23
Ge -0.51 -0.47 -3.46
H 1.51 -2.41 -4.49
H -2.99 1.70 -3.46
O 0.02 0.04 1.85
C 1.49 -3.74 -2.09
C -3.52 1.46 -2.54
C 2.14 -1.97 -3.72
H 0.13 -0.36 4.53
H -1.85 -0.36 3.77
H 1.83 -0.75 4.14
C -3.86 -0.94 -3.13
H -2.06 -4.66 -0.94
H -3.29 -2.08 1.66
S 0.89 0.83 2.70
C 3.13 3.05 1.31
H -0.20 2.45 -0.75
Ru -0.42 -0.40 -0.50
C -2.85 -4.29 4.58
O 0.19 -1.75 -2.24
H 1.02 -3.96 -1.13
H 3.90 4.88 3.18
C -0.15 2.98 -1.71
N 4.22 3.14 2.03
C 2.49 5.47 1.00
H -3.19 2.16 -1.76
O 0.63 2.23 2.81
H -0.88 2.18 -4.27
H -3.88 -1.29 -0.50
H 1.44 3.68 0.56
H -3.05 -3.84 1.57
H 0.16 -4.33 3.14
O 0.54 0.75 -2.45

Computed properties:
HOMO level (spin up / spin down) = -12.93 / -13.22 eV
Spin multiplicity = 5
Net charge = +2
Lowest unoccupied orbital energy (spin up / spin down) = -0.231 / -0.231 Ha

Below is a structure of composition C21H53AsBO5ScSi3, with properties calculated with ωB97M-V/def2-TZVPD.

Cartesian coordinates (Å):
C -0.66 -1.65 5.63
H -3.18 1.32 3.62
H -5.71 2.55 0.23
C -0.96 -1.45 -3.22
H 1.84 -2.84 4.10
H -2.75 1.53 -3.29
H 3.57 0.53 -0.53
Sc -0.53 -0.32 0.09
C -4.03 -3.26 0.32
H -3.64 0.00 -3.41
O -2.88 0.30 -0.93
H 2.83 -1.76 -1.08
H -1.26 -0.75 -4.00
O 1.50 -1.86 0.50
H -3.55 3.63 -2.70
O -0.15 -0.78 -2.24
C -3.81 -2.62 4.64
C -5.26 -0.97 2.51
C 0.07 0.70 3.57
C -3.98 1.03 -1.57
H 2.43 -3.43 1.50
H -1.77 -4.28 -1.28
H 0.80 1.80 -2.07
C -5.30 0.32 -1.31
C 2.72 -1.39 -0.06
H -6.00 -0.48 3.14
H 2.49 1.28 -2.26
H -1.53 -1.08 5.95
C -2.33 -5.24 2.15
C 1.49 0.96 -1.96
Si -3.67 -1.12 3.50
C -3.39 0.54 4.35
C 2.71 0.12 -0.01
H 1.69 -3.85 -0.06
H -0.71 -2.98 -0.71
H -4.09 4.54 -1.29
H -3.25 -2.51 5.56
O 1.48 0.64 -0.56
H 0.93 1.14 4.08
H -4.37 1.72 1.06
H -5.44 0.09 -0.26
H -4.85 -2.79 4.91
H -0.90 -2.71 5.67
H 2.20 -1.63 2.85
C 1.03 -0.20 -2.82
H 1.80 -0.97 -2.92
H -1.84 -1.82 -2.71
H 2.30 -1.21 4.55
C -4.64 2.55 0.40
C 1.74 -1.79 3.82
H 0.81 0.18 -3.82
H -4.36 3.47 0.90
H -5.33 -0.61 -1.87
H 3.57 -1.76 0.53
Si -0.05 -1.17 3.91
H -3.45 -3.52 4.13
H -3.29 -5.39 2.65
H 0.19 0.91 2.50
H 0.14 -1.46 6.35
H -4.20 -3.84 -0.58
H -0.41 -4.66 -0.23
H -4.05 -2.20 0.06
H -2.14 -6.13 1.54
H -6.12 0.95 -1.65
C 1.58 -3.25 0.84
C -1.19 -3.92 -0.42
As -1.68 -1.63 2.13
H -1.55 -5.19 2.92
H -4.49 1.53 -3.61
B -1.95 1.27 -0.46
H -5.24 3.51 -2.17
H -0.82 1.23 3.89
H -0.40 -2.28 -3.66
H -2.59 0.53 5.09
H 0.66 -3.51 1.37
C -4.21 3.60 -1.83
H -4.86 -3.46 1.00
Si -2.36 -3.71 1.07
H -5.15 -0.38 1.61
H -5.67 -1.94 2.24
O -2.46 2.51 -0.56
C -3.69 1.03 -3.07
H 2.74 0.46 1.03
C -3.86 2.44 -0.91
H -4.31 0.82 4.87

Computed properties:
HOMO level = -14.40 eV
Net charge = +2
Lowest unoccupied orbital energy = -0.213 Ha

Below is a cluster of 5 separate species, C21H54N2O7 in total, with properties calculated with ωB97M-V/def2-TZVPD.

Cartesian coordinates (Å):
O -3.32 4.64 -8.55
O -7.79 -5.21 -10.43
H -1.75 7.10 -8.78
H -8.12 -10.28 -1.95
C -9.21 -10.13 -4.49
H 2.03 11.30 -6.56
C 0.23 7.13 -6.81
C -13.38 -4.71 -5.12
H -2.93 -3.23 -12.84
H -0.62 -4.75 -15.20
C -8.56 -12.33 -4.06
O 1.38 9.33 -6.65
C -2.15 -3.88 -13.21
H -6.59 -10.28 2.28
C -8.74 -9.01 -3.51
O -9.54 -11.33 -3.82
H -8.85 -13.19 -3.46
H -6.98 -3.09 -9.21
H -1.25 -3.26 -13.27
H -14.95 -5.57 -7.43
H -0.19 8.92 -7.93
C -8.67 -4.51 -9.57
H -13.19 -4.68 -4.05
C -14.86 -4.84 -5.38
H -4.84 3.25 -8.89
H -5.06 -9.61 1.85
C -15.21 -4.65 -6.90
H -16.28 -4.41 -6.92
H -12.93 -3.77 -5.42
H -8.55 -2.53 -8.68
N -0.21 6.04 -7.66
H -5.62 -11.13 1.17
H -10.24 -4.85 -11.06
O -15.42 -5.98 -4.81
H -14.70 -3.77 -7.28
H -1.97 5.38 -10.01
C 2.03 10.50 -7.30
H 1.57 10.90 -8.20
C -1.99 5.00 -8.99
H -15.29 -4.06 -4.75
C -7.93 -3.42 -8.79
H -2.72 -3.65 -15.32
C -6.13 -8.84 -0.52
C -2.52 -4.40 -14.56
H -10.63 -3.85 -9.68
H -2.32 6.31 -7.34
H -0.59 7.31 -6.13
H -8.36 -8.10 -3.98
H 1.37 8.21 -8.43
O -6.80 -9.58 0.42
H -7.55 -11.98 -3.82
H -10.14 -9.72 -4.87
H -9.78 -3.18 -11.05
C -1.48 -5.42 -15.06
H -6.97 -5.38 -9.96
C -5.92 -10.12 1.43
C -9.85 -4.06 -10.41
N -7.73 -9.54 -2.52
H -5.29 -9.40 -0.96
H -3.93 3.87 -10.35
H -9.01 -5.28 -8.89
H -9.69 -8.83 -2.99
H 3.06 10.23 -7.50
H -1.79 -5.80 -16.03
H -3.34 2.65 -9.28
H -0.05 5.19 -7.14
C 0.72 8.45 -7.58
H -1.33 4.13 -8.91
H -2.11 -4.76 -12.56
H -4.31 -4.65 -14.01
H -5.77 -7.87 -0.19
H -7.95 -7.89 -1.19
H -8.57 -10.26 -5.36
H -8.43 -12.79 -5.04
H -1.36 -6.22 -14.34
H 1.13 6.65 -6.43
C -1.60 6.22 -8.16
H -6.71 -7.78 -2.37
H -15.45 -6.70 -5.45
C -7.17 -8.47 -1.66
H -7.75 -3.80 -7.78
H -12.85 -5.56 -5.56
C -3.89 3.59 -9.30
O -3.68 -5.22 -14.44

Computed properties:
SMILES = COCCNCCOC.COCCNCCOC.CC(C)O.CC(C)O.CC(C)O
HOMO level = -8.54 eV
Lowest unoccupied orbital energy = 0.015 Ha

Below is a cluster of 9 separate species, C21H54N3O8 in total, with properties calculated with ωB97M-V/def2-TZVPD.

Cartesian coordinates (Å):
H 2.75 -6.16 2.89
C 2.06 4.49 0.35
O -4.46 2.20 1.70
O 5.30 -3.94 3.01
O 1.59 7.48 -2.62
H -4.74 -0.45 2.13
O -10.67 -2.68 -3.54
H 6.51 2.34 3.21
H 2.70 -2.31 -0.68
H 6.08 3.10 1.68
H -8.07 -1.37 -3.12
H 4.13 -1.35 -1.06
C 3.21 -1.37 -0.48
N 2.58 5.50 -0.45
C 4.68 -5.19 2.70
C -7.86 -1.71 -2.10
H -2.40 2.59 3.19
H 8.99 -6.64 1.02
H -12.03 -2.20 -2.12
H 3.36 5.14 -1.00
H -11.91 -5.07 -3.18
H 2.79 0.51 -0.77
H 5.26 -3.82 3.97
C 1.15 7.05 -4.98
N 0.78 3.38 1.68
H 3.49 2.94 0.20
H -6.06 -0.96 -2.04
H -0.31 7.24 -3.40
H 1.18 8.11 -5.23
H 7.12 -4.36 1.03
H 0.47 6.55 -5.68
H 9.94 -6.09 -0.37
H -12.98 -4.51 -1.88
H 2.16 6.65 -5.12
C -1.43 2.86 2.83
H 5.24 -6.00 3.17
H 4.00 -0.28 1.22
H 5.49 4.26 4.45
H 1.90 5.81 -1.14
C 0.91 4.60 1.05
H 6.75 4.83 3.35
H 4.75 -5.31 1.62
C 1.80 2.57 1.45
C 7.87 -5.47 -0.39
O 4.51 2.36 2.81
C 3.23 -5.21 3.15
C -4.94 -0.12 1.11
O 2.34 -0.32 -0.93
H 1.90 1.58 1.86
H 2.58 -1.26 1.58
C 5.77 4.36 3.41
C -0.33 3.12 2.44
H 8.03 -4.64 -1.09
H -8.20 -3.80 -2.54
H 1.60 8.42 -2.82
H -5.62 1.65 0.09
H -5.69 -0.78 0.67
H 7.51 -6.32 -0.97
H -7.22 -3.50 -1.09
H -3.65 2.13 1.18
H -10.58 -3.31 -4.27
C 3.51 -1.23 1.00
O 6.83 -5.12 0.52
C -5.42 1.32 1.11
H 0.68 5.78 -3.30
H -6.34 1.42 1.68
C 9.15 -5.81 0.33
H 4.16 -2.04 1.35
C 5.79 3.00 2.73
H 0.23 5.42 1.11
C 0.70 6.85 -3.55
H 9.51 -4.96 0.92
C -12.02 -4.34 -2.37
H -11.22 -4.52 -1.65
H 3.87 2.91 2.37
N 2.62 3.27 0.60
C -7.43 -3.16 -2.11
H 3.16 -5.07 4.23
H -6.50 -3.29 -2.68
O -6.87 -0.87 -1.52
H 2.67 -4.40 2.68
H 5.04 5.02 2.93
H -12.73 -2.74 -3.64
H -8.77 -1.59 -1.52
C -11.93 -2.93 -2.92
H -4.01 -0.22 0.55

Computed properties:
HOMO level = -11.54 eV
Net charge = +1
Lowest unoccupied orbital energy = -0.126 Ha

Values of strongest force on any atom, in order: 1.6; 0.9; 1.9; 3.3; 2.0, all in eV Å⁻¹.
Values of relative energy (zero: lowest compared OMol25 entry of this formula, charge and spin), in order: 0.0; 147.4; 131.7; 283.1; 0.0, all in kJ/mol.